Record 1
Entry from OMol25: a structure of composition C47H57N2OP2Si3Yb at a distorted geometry (ωB97M-V with the def2-TZVPD basis set).

- 2S+1 = 2
- <S²> = 0.751
- HOMO (spin up / spin down) (Ha) = -0.27191 / -0.27152
- energy (eV) = -128435.66330
- LUMO energy (spin up / spin down) (eV) = 0.05 / -0.77

Geometry (Å):
Yb  0.527  -0.995  -0.079
C  -3.376  -4.084  -1.752
Si  -2.361  -3.017  -0.457
C  -3.596  -2.622  0.870
C  -0.858  -4.029  0.140
N  -1.592  -1.609  -1.045
P  -1.684  -0.339  -2.049
C  -0.236  0.498  -1.928
P  1.404  1.009  -2.171
N  2.407  -0.103  -1.609
Si  3.993  -0.786  -1.614
C  5.189  0.314  -0.648
C  3.450  -2.381  -0.758
C  4.813  -1.398  -3.221
C  1.823  1.283  -3.971
C  0.871  1.094  -4.931
C  1.166  1.335  -6.273
C  2.428  1.865  -6.668
C  3.368  2.104  -5.661
C  3.006  1.871  -4.299
C  1.599  2.722  -1.704
C  0.932  3.686  -2.462
C  0.744  4.988  -2.089
C  1.425  5.475  -0.952
C  2.036  4.497  -0.115
C  2.142  3.172  -0.539
C  -2.321  -0.676  -3.653
C  -3.154  0.231  -4.220
C  -3.518  0.089  -5.544
C  -3.128  -1.060  -6.226
C  -2.413  -2.068  -5.587
C  -1.885  -1.847  -4.302
C  -3.146  0.532  -1.376
C  -4.389  -0.095  -1.264
C  -5.373  0.341  -0.361
C  -5.145  1.547  0.233
C  -4.018  2.299  -0.019
C  -2.950  1.747  -0.745
H  -3.176  -5.158  -1.677
H  -4.419  -3.902  -1.510
H  -3.192  -3.855  -2.832
H  -3.525  -3.237  1.780
H  -3.541  -1.583  1.094
H  -4.680  -2.692  0.589
H  -1.054  -4.962  0.645
H  -0.128  -4.152  -0.668
H  -0.217  -3.437  0.877
H  6.209  0.005  -0.680
H  5.056  1.313  -1.178
H  4.832  0.351  0.389
H  3.375  -2.248  0.369
H  2.507  -2.814  -1.226
H  4.234  -3.133  -0.694
H  5.641  -2.080  -2.906
H  4.096  -1.861  -3.911
H  5.244  -0.534  -3.706
H  -0.152  0.722  -4.744
H  0.386  1.078  -7.060
H  2.691  2.008  -7.714
H  4.343  2.503  -5.940
H  3.718  2.262  -3.554
H  0.384  3.344  -3.348
H  0.082  5.650  -2.693
H  1.349  6.531  -0.734
H  2.416  4.713  0.877
H  2.427  2.357  0.159
H  -3.545  1.029  -3.648
H  -4.137  0.842  -6.023
H  -3.443  -1.162  -7.273
H  -2.171  -2.941  -6.188
H  -1.212  -2.579  -3.812
H  -4.617  -0.940  -1.907
H  -6.194  -0.319  -0.094
H  -5.916  1.960  0.852
H  -3.912  3.246  0.430
H  -2.057  2.351  -0.880
C  -0.473  2.415  2.601
C  -0.594  1.534  3.867
C  0.049  2.192  5.087
C  -2.105  1.439  4.135
Si  0.172  -0.180  3.439
O  -0.112  -0.578  1.943
C  -0.613  -1.197  4.876
C  -0.310  -1.372  6.214
C  -0.853  -2.438  7.013
C  -1.755  -3.251  6.458
C  -2.143  -3.071  5.107
C  -1.634  -2.010  4.351
C  2.019  -0.258  3.952
C  2.520  -1.235  4.836
C  3.824  -1.240  5.225
C  4.802  -0.440  4.580
C  4.313  0.439  3.575
C  2.982  0.574  3.293
H  -1.130  3.280  2.858
H  -0.991  1.856  1.755
H  0.571  2.772  2.341
H  -0.314  3.225  5.196
H  1.150  2.362  5.073
H  -0.095  1.733  6.064
H  -2.598  2.418  4.249
H  -2.445  0.775  4.969
H  -2.551  1.072  3.205
H  0.434  -0.734  6.688
H  -0.541  -2.583  8.061
H  -2.107  -4.129  7.054
H  -2.966  -3.691  4.608
H  -1.951  -1.960  3.313
H  1.917  -2.055  5.271
H  4.195  -1.892  6.015
H  5.846  -0.506  4.722
H  4.972  1.144  3.028
H  2.633  1.324  2.571

***

Record 2
Entry from OMol25: a cluster of 6 separate species, C22H35Cl2O24PS5 in total at a distorted geometry (ωB97M-V with the def2-TZVPD basis set).

- HOMO (Ha) = -0.33033
- energy (eV) = -161029.32275
- SMILES = C/C(Cl)=C(\Cl)O[P@@](=O)(O)OCCCc1ccccc1.O=S1(=O)OCCO1.O=S1(=O)OCCO1.O=S1(=O)OCCO1.O=S1(=O)OCCO1.O=S1(=O)OCCO1
- LUMO energy (eV) = 0.14

Geometry (Å):
C  -1.284  4.410  -3.035
C  -0.998  3.110  -3.740
Cl  -2.375  2.352  -4.486
C  0.206  2.555  -3.841
Cl  1.567  3.363  -3.118
O  0.348  1.380  -4.560
P  0.809  0.084  -3.717
O  -0.258  -0.905  -3.606
O  1.982  -0.546  -4.604
O  1.324  0.506  -2.278
C  2.089  -0.537  -1.621
C  2.393  -0.126  -0.198
C  1.150  -0.071  0.747
C  0.017  -0.988  0.353
C  0.183  -2.354  0.284
C  -0.855  -3.157  -0.107
C  -2.082  -2.609  -0.409
C  -2.250  -1.250  -0.328
C  -1.200  -0.435  0.048
H  -0.624  4.555  -2.180
H  -1.037  5.211  -3.744
H  -2.326  4.501  -2.739
H  2.175  -1.433  -4.280
H  3.043  -0.693  -2.144
H  1.526  -1.473  -1.708
H  3.186  -0.739  0.236
H  2.784  0.895  -0.254
H  0.774  0.958  0.709
H  1.471  -0.206  1.781
H  1.167  -2.744  0.538
H  -0.651  -4.234  -0.175
H  -2.881  -3.277  -0.714
H  -3.216  -0.827  -0.584
H  -1.401  0.627  0.088
C  1.570  3.233  4.339
C  2.273  4.035  3.265
O  3.579  3.445  3.170
S  3.474  1.875  3.484
O  3.403  1.167  2.255
O  4.421  1.550  4.484
O  2.009  1.886  4.129
H  1.882  3.544  5.338
H  0.487  3.293  4.264
H  2.350  5.090  3.512
H  1.779  3.923  2.297
C  2.965  6.646  -3.888
C  4.445  6.959  -3.847
O  4.506  8.379  -3.670
S  3.254  8.865  -2.789
O  3.665  8.993  -1.440
O  2.601  9.912  -3.481
O  2.378  7.523  -2.920
H  2.536  6.879  -4.866
H  2.750  5.611  -3.637
H  4.960  6.666  -4.758
H  4.928  6.488  -2.988
C  -4.060  0.208  4.140
C  -4.688  1.442  3.537
O  -3.657  2.435  3.602
S  -2.229  1.729  3.429
O  -1.820  1.863  2.077
O  -1.395  2.144  4.501
O  -2.700  0.226  3.674
H  -4.048  0.258  5.231
H  -4.552  -0.703  3.828
H  -5.569  1.772  4.081
H  -4.945  1.286  2.487
C  -1.687  -5.550  4.133
C  -1.551  -5.053  2.712
O  -2.897  -4.831  2.273
S  -3.788  -4.370  3.518
O  -3.888  -2.955  3.507
O  -4.933  -5.198  3.585
O  -2.767  -4.784  4.683
H  -1.967  -6.605  4.163
H  -0.780  -5.402  4.713
H  -1.052  -5.771  2.065
H  -1.017  -4.101  2.673
C  -1.106  -6.416  -2.880
C  -0.070  -7.280  -3.562
O  0.718  -7.807  -2.488
S  -0.206  -8.011  -1.193
O  -0.620  -9.364  -1.143
O  0.412  -7.359  -0.095
O  -1.455  -7.127  -1.687
H  -0.689  -5.448  -2.591
H  -1.984  -6.258  -3.501
H  0.553  -6.720  -4.254
H  -0.534  -8.118  -4.087

***

Record 3
Entry from OMol25: a cluster of 2 separate species, C4H9NO2 in total (ωB97M-V with the def2-TZVPD basis set).

- ΔE to the lowest compared entry with this formula, charge and spin (kcal/mol) = 21.72
- HOMO (Ha) = -0.39474
- energy (eV) = -9879.11865
- SMILES = CC(C)O.N=C=O
- LUMO energy (eV) = 0.69

Geometry (Å):
C  -2.030  0.030  -0.388
C  -0.524  0.167  -0.216
O  -0.161  1.483  0.219
C  -0.008  -0.794  0.844
C  2.742  -0.391  -0.368
O  2.873  -1.522  -0.654
N  2.709  0.784  -0.068
H  -2.527  0.181  0.576
H  -2.278  -0.973  -0.751
H  -2.431  0.754  -1.106
H  -0.030  -0.034  -1.182
H  -0.548  2.121  -0.396
H  -0.640  -0.749  1.735
H  0.010  -1.819  0.462
H  0.999  -0.525  1.161
H  1.843  1.287  0.129

***

Record 4
Entry from OMol25: an isolated molecule of C4H7ClO2P2 at a distorted geometry (ωB97M-V with the def2-TZVPD basis set).

- ΔE to the lowest compared entry with this formula, charge and spin (kcal/mol) = 56.39
- HOMO (spin up / spin down) (Ha) = -0.27632 / -0.27625
- energy (eV) = -39450.52931
- SMILES = O=C/C=C(\O)[PH2]=C(P)Cl
- LUMO energy (spin up / spin down) (eV) = -0.96 / -0.96

Geometry (Å):
C  1.222  1.255  1.182
C  1.770  0.841  2.529
C  1.149  0.484  0.080
C  -1.978  -0.526  -1.421
O  2.342  -0.157  2.843
O  2.034  -0.415  -0.259
P  -1.875  -2.293  -0.953
P  -0.323  0.480  -1.085
Cl  -2.263  -0.429  -3.140
H  0.385  2.019  1.269
H  1.553  1.539  3.268
H  2.038  -0.907  -1.089
H  -3.252  -2.559  -1.098
H  -1.900  -2.079  0.506
H  -0.921  1.565  -0.477
H  0.019  1.183  -2.154

***

Q: Which value of energy does entry 1 give?
A: -128435.66330 eV

***

Q: energy of number 2 (C22H35Cl2O24PS5)?
A: -161029.32275 eV

***

Q: Which of these has the highest energy?
A: C4H9NO2

***

Q: Among the records above, which one has the lowest energy?
A: C22H35Cl2O24PS5